[1]
{
  "formula": "C40H29N7O6V",
  "method": "wB97M-V/def2-TZVPD",
  "symbols": ["V", "C", "C", "C", "C", "N", "C", "N", "C", "N", "C", "N", "C", "C", "C", "C", "C", "N", "C", "C", "C", "C", "C", "C", "H", "H", "H", "H", "H", "H", "H", "H", "H", "H", "H", "H", "O", "C", "O", "C", "C", "C", "C", "C", "N", "C", "O", "O", "H", "H", "H", "C", "C", "C", "C", "C", "C", "N", "C", "C", "C", "C", "C", "C", "C", "O", "O", "C", "C", "H", "H", "H", "H", "H", "H", "H", "H", "H", "H", "H", "H", "H", "H"],
  "coordinates": [[0.65663, -1.58899, 0.61860], [-0.59431, -5.81049, 0.62308], [0.44279, -6.43588, -0.09540], [1.62511, -5.78204, -0.24783], [1.81711, -4.47205, 0.29666], [0.75627, -3.83031, 0.87893], [-0.37326, -4.53007, 1.06326], [3.05490, -3.99292, 0.24701], [3.42680, -2.76052, 0.59242], [2.66496, -1.63563, 0.82586], [3.50989, -0.57106, 1.04173], [3.23498, 0.71111, 1.25648], [2.04478, 1.16089, 1.67800], [1.91570, 2.57045, 1.82598], [0.81206, 3.10541, 2.42971], [-0.18839, 2.24629, 2.89556], [-0.03870, 0.89974, 2.64323], [1.00962, 0.34563, 2.02510], [4.87123, -1.03297, 0.95418], [6.09573, -0.38085, 1.10017], [7.25357, -1.12162, 0.96865], [7.19973, -2.50699, 0.69388], [5.98990, -3.15554, 0.54933], [4.81672, -2.40977, 0.68103], [-1.54077, -6.29761, 0.81177], [0.30262, -7.42603, -0.51628], [2.46430, -6.21463, -0.77457], [-1.15626, -4.02786, 1.61417], [2.73312, 3.18075, 1.46612], [0.71904, 4.18039, 2.55054], [-1.07842, 2.60403, 3.39426], [-0.81328, 0.22063, 2.96667], [6.12096, 0.68134, 1.31153], [8.21964, -0.63938, 1.07177], [8.12509, -3.06420, 0.59430], [5.93840, -4.21645, 0.33681], [-2.49788, -1.87743, 3.15871], [-1.70231, -1.81678, 2.23013], [-0.41984, -1.87356, 2.28752], [-2.19007, -1.71760, 0.79605], [-3.48921, -1.62459, 0.34456], [-3.70123, -1.64030, -1.02887], [-2.63011, -1.79873, -1.89992], [-1.36057, -1.88892, -1.36352], [-1.17512, -1.80706, -0.05389], [-0.05403, -2.13183, -2.11440], [-0.07981, -2.23249, -3.33389], [0.94370, -2.24370, -1.32008], [-4.29581, -1.53239, 1.05801], [-4.70827, -1.54847, -1.41901], [-2.75024, -1.85197, -2.97313], [-3.99698, 3.71773, 1.93353], [-4.06633, 2.97269, 0.62309], [-5.10951, 2.07173, 0.41758], [-5.20213, 1.37428, -0.77485], [-4.24190, 1.55458, -1.75209], [-3.18166, 2.43649, -1.55443], [-2.28794, 2.62291, -2.61338], [-0.87210, 2.80108, -2.59814], [-0.39438, 3.70957, -3.54846], [0.95529, 3.96694, -3.69513], [1.86578, 3.32104, -2.86807], [1.40446, 2.40117, -1.94470], [0.04446, 2.11237, -1.79738], [-0.32802, 1.01454, -0.80294], [-1.48181, 0.94489, -0.37872], [0.62747, 0.21605, -0.56149], [-3.10881, 3.18470, -0.36904], [-1.99137, 4.17081, -0.17373], [-4.70692, 3.29513, 2.64495], [-4.23996, 4.77647, 1.80361], [-3.00163, 3.65815, 2.37461], [-5.83457, 1.90633, 1.20610], [-6.00599, 0.66420, -0.93067], [-4.27649, 0.97456, -2.66852], [-2.59723, 2.16928, -3.45828], [-1.12254, 4.22519, -4.16458], [1.29177, 4.67810, -4.44087], [2.92682, 3.51861, -2.95529], [2.09236, 1.85414, -1.31357], [-1.79371, 4.71962, -1.09571], [-1.06771, 3.65850, 0.10720], [-2.22618, 4.89122, 0.60842]],
  "forces_ev_per_angstrom": [[1.4, 0.6, 0.5], [0.0, 0.0, 0.0], [0.0, 0.0, 0.0], [0.0, 0.0, 0.0], [0.0, 0.0, 0.2], [0.4, 0.0, -0.3], [-0.1, 0.0, 0.1], [0.0, 0.0, -0.1], [-0.1, 0.0, -0.1], [0.8, -0.1, 0.1], [-0.1, 0.0, -0.1], [0.0, 0.1, 0.0], [0.1, -0.1, 0.1], [0.0, 0.0, 0.1], [0.0, 0.1, 0.0], [0.0, 0.0, 0.0], [0.0, 0.0, 0.1], [0.1, 0.0, -0.2], [0.0, -0.1, 0.0], [0.0, 0.0, 0.0], [0.0, 0.0, 0.0], [0.0, 0.0, 0.0], [0.1, 0.0, 0.0], [0.0, 0.1, 0.0], [0.0, 0.0, 0.0], [0.0, 0.0, 0.0], [0.0, 0.0, 0.0], [0.0, 0.0, 0.0], [0.0, 0.0, 0.0], [0.0, 0.0, 0.0], [0.0, 0.0, 0.0], [0.0, 0.0, 0.0], [0.0, 0.0, 0.0], [0.0, 0.0, 0.0], [0.0, 0.0, 0.0], [0.0, 0.0, 0.0], [0.0, 0.0, 0.0], [-0.1, 0.0, -0.1], [-0.6, 0.0, 0.3], [0.1, 0.0, 0.0], [-0.1, 0.0, 0.0], [0.1, -0.1, 0.0], [-0.1, 0.0, 0.0], [0.1, 0.0, 0.0], [-1.8, -0.3, -0.7], [0.0, 0.0, 0.1], [0.0, 0.0, -0.1], [-0.3, -0.1, -0.2], [0.0, 0.0, 0.0], [0.0, 0.0, 0.0], [0.0, 0.0, 0.0], [0.0, 0.0, 0.0], [0.0, 0.0, 0.0], [0.0, -0.1, 0.0], [0.0, 0.1, 0.1], [0.0, 0.1, 0.0], [-0.1, 0.1, 0.0], [0.0, -0.1, 0.0], [-0.1, 0.1, 0.0], [0.0, 0.0, 0.0], [0.0, 0.0, 0.0], [0.0, 0.0, 0.0], [-0.1, 0.0, 0.1], [0.1, 0.0, 0.1], [0.1, -0.1, -0.3], [0.1, 0.1, 0.2], [0.0, -0.2, 0.3], [-0.1, 0.1, 0.0], [0.0, 0.0, 0.0], [0.0, 0.0, 0.0], [0.0, 0.0, 0.0], [0.0, 0.0, 0.0], [0.0, 0.0, 0.0], [0.0, 0.0, 0.0], [0.0, 0.0, 0.0], [0.0, 0.0, 0.0], [0.0, 0.0, 0.0], [0.0, 0.0, 0.0], [0.0, 0.0, 0.0], [0.0, 0.0, 0.0], [0.0, 0.0, 0.0], [0.0, 0.0, 0.0], [0.0, 0.0, 0.0]],
  "mulliken_spin": [1.98, 0.06, 0.01, 0.03, 0.00, 0.05, -0.02, 0.05, 0.29, -0.08, 0.25, 0.07, -0.04, 0.04, -0.01, 0.07, -0.02, 0.06, 0.05, -0.02, 0.06, 0.04, -0.01, 0.05, 0.00, 0.00, 0.00, 0.00, 0.01, 0.00, 0.00, 0.00, 0.01, 0.01, 0.01, 0.01, 0.01, -0.02, -0.02, 0.06, -0.01, 0.02, -0.01, 0.05, -0.08, -0.01, 0.00, -0.01, 0.00, 0.00, 0.00, 0.00, 0.00, 0.00, 0.00, 0.00, 0.00, 0.00, 0.00, 0.00, 0.00, 0.00, 0.02, -0.01, 0.01, -0.01, -0.01, 0.00, 0.00, 0.00, 0.00, 0.00, 0.00, 0.00, 0.00, 0.00, 0.00, 0.00, 0.00, 0.00, 0.00, 0.01, 0.00],
  "lumo_ev": [4.5, 4.5],
  "total_energy_ha": -3320.7463,
  "homo_ev": [0.049, -2.122],
  "spin_multiplicity": 4,
  "max_force_ev_per_a": 1.92,
  "charge": -2,
  "s_squared": 3.786,
  "orbital_gap_ha": [0.16197, 0.24172]
}


[2]
{
  "formula": "C5H10O2",
  "method": "wB97M-V/def2-TZVPD",
  "symbols": ["C", "O", "C", "C", "C", "C", "O", "H", "H", "H", "H", "H", "H", "H", "H", "H", "H"],
  "coordinates": [[1.85325, 0.43446, 0.71879], [1.28096, -0.83500, 0.16912], [0.54109, -0.68705, -1.06156], [-0.72410, 0.13986, -0.88555], [-1.97399, -0.38282, -0.20057], [-1.10435, 0.58888, 0.51287], [-0.40150, 0.07922, 1.59496], [2.80825, 0.49558, 0.22502], [1.97049, 0.34611, 1.80996], [1.28083, 1.36835, 0.56665], [1.20917, -0.20945, -1.78626], [0.30576, -1.68972, -1.45590], [-0.90860, 0.83523, -1.70300], [-2.94745, -0.06672, -0.55805], [-1.93477, -1.38621, 0.22261], [-1.41539, 1.62519, 0.64209], [0.16034, -0.65590, 1.18880]],
  "forces_ev_per_angstrom": [[0.4, -0.5, -0.6], [0.5, 0.8, 0.1], [0.1, 0.2, 0.0], [0.1, 0.0, -0.1], [-0.2, -0.1, -0.1], [-0.3, 0.1, 0.0], [-0.6, -0.5, 0.3], [0.5, 0.3, 0.0], [0.0, -0.4, -0.6], [0.0, -0.8, -0.4], [-0.1, 0.1, 0.0], [0.3, 0.2, 0.5], [0.1, 0.0, 0.3], [0.1, -0.1, -0.2], [0.0, 0.2, -0.1], [0.0, -0.3, 0.1], [-0.7, 0.8, 0.9]],
  "mulliken_charge": [-0.78, -0.50, -0.44, -0.11, -0.74, -0.19, -0.63, 0.33, 0.30, 0.34, 0.33, 0.28, 0.37, 0.29, 0.23, 0.39, 0.51],
  "lumo_ev": 1.0,
  "total_energy_ha": -346.8997,
  "homo_ev": -8.997,
  "max_force_ev_per_a": 1.40,
  "charge": 0,
  "smiles": "COC[C@H]1C[C@H]1O",
  "orbital_gap_ha": 0.36817,
  "de_lowest_ev": 3.421
}


[3]
{
  "formula": "CH3N2OP",
  "method": "wB97M-V/def2-TZVPD",
  "symbols": ["O", "P", "N", "C", "N", "H", "H", "H"],
  "coordinates": [[2.52825, 0.75413, -0.10027], [1.95657, -0.55794, 0.17255], [0.40058, -0.13871, 0.38940], [-0.74388, 0.30967, -0.32390], [-1.00592, -1.04958, -0.04732], [-0.55706, 0.60479, -1.32987], [-1.24297, 1.04662, 0.32819], [-1.33557, -0.96897, 0.91120]],
  "forces_ev_per_angstrom": [[1.4, 1.1, -0.4], [0.3, -0.9, -0.1], [-3.4, -2.1, -0.5], [0.5, 2.3, 1.2], [2.4, 0.4, 1.4], [-0.2, 0.1, -0.8], [-0.3, -0.1, -0.9], [-0.6, -0.8, 0.0]],
  "mulliken_charge": [-0.45, 0.27, -0.11, -0.03, -0.44, 0.29, 0.18, 0.29],
  "lumo_ev": -0.1,
  "total_energy_ha": -565.9207,
  "homo_ev": -10.047,
  "max_force_ev_per_a": 4.07,
  "charge": 0,
  "smiles": "O=PN1CN1",
  "orbital_gap_ha": 0.36667,
  "de_lowest_ev": 2.761
}


[4]
{
  "formula": "C5H10N2O",
  "method": "wB97M-V/def2-TZVPD",
  "symbols": ["C", "C", "C", "C", "H", "H", "H", "H", "H", "H", "H", "H", "N", "N", "C", "O", "H", "H"],
  "coordinates": [[-1.51060, -1.44523, 0.71433], [-0.32877, -0.62409, 1.09996], [0.51890, -0.28378, 0.17790], [1.76338, 0.49973, 0.36907], [-2.46277, -1.09770, 0.98780], [-1.30195, -2.33661, 1.23204], [-1.64086, -1.69108, -0.34573], [-0.27218, -0.07425, 2.00811], [0.38671, -0.73582, -0.81532], [2.59382, 0.01568, -0.35132], [2.15028, 0.55296, 1.36049], [1.54900, 1.52565, -0.09877], [-0.43024, 0.19519, -2.47622], [-0.40530, 1.19603, -1.54411], [-0.96250, 1.48892, -0.51865], [-1.14917, 2.25415, 0.34633], [0.19290, -0.53258, -2.26698], [0.06720, 0.69215, -3.24229]],
  "forces_ev_per_angstrom": [[0.6, -0.3, -0.3], [-1.5, 0.7, -0.8], [2.2, -1.5, -0.6], [1.2, 0.5, -3.7], [-1.2, 0.8, 0.9], [-0.5, -1.7, 0.6], [0.7, 0.2, 0.0], [-0.1, -0.2, 1.1], [0.4, -0.1, 1.3], [-1.6, 1.1, 1.7], [0.1, 0.1, 0.7], [0.8, -1.2, 1.0], [-0.6, 2.0, -2.8], [-0.4, -0.1, -0.7], [0.6, 2.4, -0.2], [-1.0, -0.6, 1.0], [1.0, -1.2, 0.7], [-0.8, -0.9, 0.0]],
  "mulliken_charge": [-1.24, -0.07, -0.36, -0.97, 0.37, 0.39, 0.32, 0.35, 0.14, 0.24, 0.36, 0.25, -0.53, -0.11, 0.64, -0.45, 0.35, 0.31],
  "lumo_ev": 0.7,
  "total_energy_ha": -381.1282,
  "homo_ev": -9.096,
  "max_force_ev_per_a": 3.92,
  "charge": 0,
  "smiles": "C/C=C/C.NN=C=O",
  "orbital_gap_ha": 0.35880,
  "de_lowest_ev": 4.278
}